Entry 1:
ORCA calculation (ωB97M-V/def2-TZVPD) on a molecular structure, C24H37ClN11O6PPtS at a distorted geometry.

Atoms and positions in Å:
Pt  -0.3400  1.5245  1.1472
N  -1.3796  5.4386  -0.3544
C  -0.4447  6.0412  0.4599
C  -0.0717  7.3728  0.5903
C  0.9469  7.6409  1.4785
C  1.5493  6.6149  2.2206
C  1.1677  5.2956  2.1036
C  0.1588  4.9971  1.1872
N  -0.4256  3.8056  0.7917
C  -1.3275  4.1104  -0.1248
C  -2.1555  3.1057  -0.7542
C  -3.2281  3.2515  -1.5837
S  -3.8952  1.7236  -1.9580
C  -2.7007  0.9697  -1.0004
N  -1.8689  1.8011  -0.4517
H  -1.9874  5.9154  -0.9989
H  -0.5569  8.1495  0.0154
H  1.2959  8.6567  1.5973
H  2.3451  6.8707  2.9059
H  1.6594  4.5254  2.6743
H  -3.6578  4.1584  -1.9744
H  -2.6301  -0.0963  -0.8651
O  3.4003  0.5214  2.1714
Cl  2.4153  1.5346  2.1147
O  1.9269  1.6133  0.7254
O  2.9080  2.7875  2.5173
O  1.2396  1.1784  2.9017
O  -0.6949  -0.8383  0.0140
P  0.4827  -1.7344  0.0657
N  -0.1301  -2.5282  -2.2302
C  -1.3226  -1.9382  -2.7531
C  -1.4739  -2.4873  -4.1807
C  -0.0199  -2.7696  -4.5802
C  0.5913  -3.2313  -3.2484
N  1.6718  -1.3343  -1.0305
C  1.5765  -0.1044  -1.8378
C  3.0276  0.2514  -2.1670
C  3.7606  -1.0914  -2.0887
C  3.0608  -1.7795  -0.9205
N  0.0535  -3.3720  0.0174
C  0.8449  -4.5633  -0.2511
C  0.4803  -5.5762  0.8508
C  -0.7694  -4.9997  1.5547
C  -1.1529  -3.7482  0.7523
H  -1.2020  -0.8445  -2.7646
H  -2.1763  -2.1437  -2.1006
H  -1.9794  -1.7931  -4.8465
H  -2.0394  -3.4193  -4.1451
H  0.4750  -1.8533  -4.9066
H  0.0682  -3.5178  -5.3628
H  1.6662  -3.0621  -3.1617
H  0.4325  -4.3139  -3.1326
H  1.0673  0.6798  -1.2812
H  0.9992  -0.2965  -2.7476
H  3.4059  0.9246  -1.4011
H  3.1170  0.7235  -3.1422
H  4.8252  -0.9719  -1.9070
H  3.6254  -1.6585  -3.0119
H  3.4819  -1.4317  0.0300
H  3.1290  -2.8700  -0.9503
H  1.9093  -4.3372  -0.2975
H  0.5608  -4.9748  -1.2237
H  1.3007  -5.7042  1.5542
H  0.2710  -6.5502  0.4159
H  -0.5456  -4.7293  2.5852
H  -1.5896  -5.7128  1.5635
H  -1.4839  -2.9184  1.3761
H  -1.9530  -3.9732  0.0383
C  1.8915  -2.5286  2.2692
O  1.1093  -1.5829  1.5142
H  2.9074  -2.1628  2.3586
H  1.8825  -3.5147  1.8086
H  1.4457  -2.5784  3.2605
N  -5.0920  1.4233  3.8111
N  -3.8019  1.1742  3.5077
N  -2.9478  0.7570  4.4107
C  -1.8123  0.7381  3.7355
N  -2.0161  1.1149  2.4674
N  -3.2962  1.3915  2.3309
H  -5.3880  0.9961  4.6747
H  -5.7250  1.3898  3.0287
H  -0.8522  0.4681  4.1380

Atoms 1-2, force components in eV/Å:
Pt -0.4 0.5 -0.2
N -0.1 -0.1 -0.1

As for the frontier orbital gap (alpha / beta): 8.25 / 4.86 eV. The total charge is +2. The value obtained for the LUMO energy (alpha / beta) is -4.78 / -8.16 eV. Its expectation value of S² is 6.017. As for the multiplicity: 5. For the energy above the lowest of the compared OMol25 structures with the same formula, charge and spin, the calculation gives 21.46 kcal per mole.

---

Entry 2:
ORCA calculation (ωB97M-V/def2-TZVPD) on a molecular structure, C24H37CoF5N8O2PS3 at a distorted geometry.

Atoms and positions in Å:
Co  -0.1840  0.1741  1.2801
F  5.8397  -2.1212  -1.3454
C  4.9378  -1.7301  -0.5128
C  3.7223  -1.2397  -1.0032
F  3.5165  -1.1699  -2.2944
C  2.7723  -0.8449  -0.1203
F  1.6305  -0.4180  -0.6209
C  2.9736  -0.8792  1.2816
S  1.8616  -0.3172  2.4221
C  4.2195  -1.3852  1.7309
F  4.4638  -1.4594  3.0092
C  5.1813  -1.8062  0.8505
F  6.3233  -2.2824  1.2826
N  -1.2273  1.2073  2.9341
N  -2.5351  1.5509  2.6235
C  -3.1443  1.1335  1.4933
N  -4.4142  1.5016  1.3603
S  -2.4140  0.1744  0.3054
H  -1.2106  0.5770  3.7283
H  -0.7103  2.0437  3.1658
H  -3.0233  2.1475  3.2673
H  -4.8943  2.0821  2.0287
H  -4.9122  1.2190  0.5332
C  -2.9675  -3.3636  4.4505
N  -2.8126  -3.3219  2.9897
C  -4.0182  -2.8506  2.2911
P  -1.3486  -3.0702  2.3074
O  -0.8675  -1.6315  2.2585
N  -1.5723  -3.6547  0.7828
C  -2.2284  -4.9435  0.5268
C  -0.8005  -3.1614  -0.3485
N  -0.3494  -3.9882  3.2255
C  1.0111  -3.5915  3.5826
C  -0.6227  -5.4170  3.4185
H  -3.6715  -4.1492  4.7243
H  -3.3571  -2.4136  4.8290
H  -2.0162  -3.5654  4.9320
H  -4.8317  -3.5654  2.4320
H  -3.8285  -2.7417  1.2271
H  -4.3467  -1.8825  2.6876
H  -2.8876  -5.2090  1.3499
H  -1.5027  -5.7504  0.3840
H  -2.8318  -4.8698  -0.3811
H  -0.3843  -2.1972  -0.1144
H  -1.4444  -3.0476  -1.2281
H  0.0177  -3.8434  -0.6195
H  1.1922  -2.5674  3.2891
H  1.7499  -4.2389  3.0965
H  1.1657  -3.6635  4.6628
H  -1.6744  -5.6390  3.2487
H  -0.3784  -5.7013  4.4433
H  -0.0185  -6.0362  2.7481
C  1.8898  6.2551  -2.7972
C  2.8119  5.4160  -1.9117
C  2.0721  4.4989  -0.9497
N  1.2978  3.4850  -1.7023
C  0.5266  2.5554  -1.1752
S  0.3311  2.4298  0.5370
N  -0.1298  1.6578  -1.9613
C  -0.0735  1.3776  -3.3688
O  -0.2118  0.2288  -3.6901
C  0.0722  2.5049  -4.3225
C  0.9060  2.3473  -5.4248
C  0.9834  3.3542  -6.3756
C  0.1957  4.4926  -6.2453
C  -0.6587  4.6346  -5.1566
C  -0.7116  3.6476  -4.1856
H  2.4760  6.9063  -3.4474
H  1.2372  6.8878  -2.1888
H  1.2569  5.6387  -3.4428
H  3.4298  6.0769  -1.3022
H  3.4971  4.8215  -2.5267
H  1.3924  5.0719  -0.3211
H  2.7714  3.9854  -0.2947
H  1.3549  3.5328  -2.7094
H  -0.5534  0.9036  -1.4586
H  1.4870  1.4378  -5.5300
H  1.6411  3.2411  -7.2297
H  0.2351  5.2672  -7.0041
H  -1.2882  5.5124  -5.0689
H  -1.3861  3.7484  -3.3419

Atoms 1-2, force components in eV/Å:
Co -1.1 -0.2 0.1
F 0.7 -0.3 -0.6

As for the frontier orbital gap (alpha / beta): 8.89 / 5.28 eV. The total charge is +2. The value obtained for the LUMO energy (alpha / beta) is -4.62 / -8.23 eV. Its expectation value of S² is 6.033. As for the multiplicity: 5.